Record 1
A molecular structure, C12H24CeCl2N2O3P, computed with ωB97M-V/def2-TZVPD.

Element x y z (Å)
1 C -1.726 6.155 -3.154
2 C -1.154 5.034 -2.350
3 H -1.536 5.986 -4.213
4 H -1.281 7.110 -2.860
5 H -2.808 6.209 -2.993
6 O -0.628 4.000 -2.723
7 Cl -1.341 5.326 -0.597
8 Ce -0.297 1.043 -0.176
9 P -2.591 -0.364 -0.868
10 C -2.969 -1.822 -1.847
11 C -3.409 -0.714 0.730
12 H -3.599 1.864 -0.939
13 H -4.690 0.548 -1.521
14 H -3.364 1.172 -2.575
15 C -3.670 0.947 -1.543
16 H -3.346 0.152 1.405
17 H -4.453 -0.951 0.492
18 H -4.048 -2.005 -1.844
19 H -2.437 -2.677 -1.412
20 H -2.917 -1.575 1.206
21 H -2.607 -1.667 -2.870
22 C 0.302 -0.866 -1.839
23 O 0.607 -1.874 -2.314
24 Cl -1.601 2.387 1.584
25 C 2.568 0.810 0.401
26 N 2.775 -0.463 1.099
27 C 4.082 -1.104 1.003
28 C 4.218 -1.876 2.293
29 C 3.159 -2.952 2.327
30 N 1.854 -2.439 1.914
31 C 0.757 -3.345 2.244
32 C 1.679 -1.211 1.405
33 O 0.517 -0.692 1.154
34 H 1.866 1.467 0.983
35 H 2.292 0.639 -0.667
36 H 3.527 1.327 0.422
37 H 4.145 -1.797 0.137
38 H 4.855 -0.333 0.918
39 H 4.070 -1.190 3.143
40 H 5.223 -2.307 2.388
41 H 3.083 -3.341 3.348
42 H 3.434 -3.792 1.667
43 H 0.935 -4.317 1.763
44 H 0.752 -3.520 3.329
45 H -0.227 -2.982 1.946

Output
Total charge = +2
Largest force on an atom = 5.67 eV/A
LUMO (alpha / beta) = -0.274 / -0.272 Ha
Gap between HOMO and LUMO (alpha / beta) = 8.36 / 8.40 eV
Multiplicity = 2


Record 2
11 unconnected molecules or ions with the total composition C4H30N2O11S, computed with ωB97M-V/def2-TZVPD.

Element x y z (Å)
1 N -0.425 0.102 -1.202
2 C 0.042 -0.827 -0.328
3 O 1.166 -1.194 -0.340
4 C -0.954 -1.235 0.855
5 N -1.007 -0.071 1.862
6 C -0.481 -2.540 1.510
7 C -1.616 -3.387 2.071
8 S -1.273 -3.660 3.741
9 H 0.157 0.685 -1.893
10 H -1.409 0.252 -1.154
11 H -2.055 -1.261 0.389
12 H -0.198 0.030 2.399
13 H -1.895 0.438 1.996
14 H 0.165 -3.128 0.697
15 H 0.184 -2.375 2.347
16 H -1.516 -4.379 1.536
17 H -2.640 -3.008 1.797
18 H -2.432 -3.506 4.306
19 O 2.242 -2.588 -5.143
20 H 1.482 -2.568 -4.460
21 H 2.576 -1.712 -4.861
22 O 1.482 1.918 1.773
23 H 1.648 1.023 1.697
24 H 0.697 2.069 2.119
25 O -3.813 1.209 1.494
26 H -4.555 0.592 1.143
27 H -3.455 1.720 0.803
28 O -3.996 -1.022 3.294
29 H -3.180 -0.731 2.858
30 H -4.056 -0.333 3.976
31 O 3.052 -0.021 -2.494
32 H 3.629 0.754 -2.192
33 H 2.805 -0.419 -1.616
34 O 0.257 3.282 -1.661
35 H 0.845 3.156 -0.943
36 H 0.659 2.775 -2.346
37 O -1.932 2.177 -0.540
38 H -1.233 1.973 0.066
39 H -1.665 2.918 -1.058
40 O 4.031 3.320 -2.287
41 H 3.120 3.621 -2.152
42 H 4.138 3.465 -3.245
43 O 1.630 1.926 -3.439
44 H 2.138 1.229 -3.002
45 H 1.390 1.557 -4.285
46 O 1.808 -0.623 2.258
47 H 1.665 -1.286 1.631
48 H 2.776 -0.322 2.023

Output
Total charge = 0
Structure (SMILES) = NC(=O)[C@H](N)CCS.O.O.O.O.O.O.O.O.O.O
Largest force on an atom = 6.81 eV/A
Energy above the lowest of the compared OMol25 structures with the same formula, charge and spin = 59.62 kcal/mol
LUMO = -0.002 Ha
Gap between HOMO and LUMO = 8.70 eV


Record 3
A single C4H7NO molecule, computed with ωB97M-V/def2-TZVPD.

Element x y z (Å)
1 C 2.126 -0.175 0.137
2 C 0.641 -0.099 -0.009
3 N 0.097 0.994 -0.363
4 C -1.326 0.860 -0.066
5 C -1.501 -0.651 -0.130
6 O -0.181 -1.137 0.313
7 H 2.393 0.102 1.163
8 H 2.528 0.597 -0.522
9 H 2.580 -1.138 -0.091
10 H -1.495 1.248 0.952
11 H -1.931 1.453 -0.762
12 H -1.706 -0.965 -1.168
13 H -2.226 -1.090 0.546

Output
Total charge = 0
Structure (SMILES) = CC1=NCCO1
Largest force on an atom = 0.72 eV/A
Energy above the lowest of the compared OMol25 structures with the same formula, charge and spin = 23.88 kcal/mol
LUMO = 0.039 Ha
Gap between HOMO and LUMO = 10.44 eV


Record 4
8 unconnected molecules or ions with the total composition C22H35BF4N9O2, computed with ωB97M-V/def2-TZVPD.

Element x y z (Å)
1 B -0.930 1.091 0.052
2 F -0.794 2.019 -0.981
3 F -1.639 -0.049 -0.385
4 F 0.319 0.728 0.422
5 F -1.584 1.663 1.112
6 C -0.234 0.929 -4.148
7 O 0.102 0.870 -5.304
8 N -0.960 0.055 -3.551
9 N -0.189 2.118 -3.495
10 H -1.221 0.203 -2.587
11 H -1.435 -0.707 -4.014
12 H -0.526 2.165 -2.544
13 H 0.344 2.913 -3.817
14 C -3.692 3.854 -0.005
15 O -4.444 4.760 0.126
16 N -3.951 2.690 0.433
17 N -2.524 3.869 -0.477
18 H -3.054 2.299 0.684
19 H -4.667 2.550 1.132
20 H -1.971 3.048 -0.677
21 H -2.400 4.707 -1.026
22 C -4.445 -3.976 -3.242
23 C -3.064 -3.506 -2.883
24 C -3.090 -3.378 -1.278
25 C -2.781 -4.555 -0.407
26 N -2.563 -5.453 0.233
27 H -4.667 -5.021 -3.027
28 H -4.591 -3.957 -4.322
29 H -5.247 -3.338 -2.869
30 H -2.947 -2.455 -3.147
31 H -2.296 -4.181 -3.261
32 H -4.047 -3.012 -0.907
33 H -2.544 -2.524 -0.876
34 N -0.287 -1.816 2.271
35 C -0.170 -3.157 2.157
36 C 0.124 -3.682 3.413
37 C 0.115 -2.688 4.319
38 C 0.083 -1.562 3.556
39 H -0.443 -1.215 1.474
40 H -0.417 -3.745 1.285
41 H 0.418 -4.713 3.547
42 H 0.322 -2.710 5.379
43 H -0.030 -0.537 3.875
44 N 2.990 -0.442 3.588
45 C 3.978 -0.147 4.525
46 C 4.774 0.861 4.052
47 C 4.200 1.215 2.830
48 C 3.107 0.401 2.518
49 H 2.299 -1.176 3.649
50 H 4.081 -0.845 5.342
51 H 5.548 1.423 4.554
52 H 4.390 2.114 2.263
53 H 2.447 0.489 1.668
54 N 2.155 -1.155 -1.582
55 C 1.982 -2.248 -0.848
56 C 1.868 -3.355 -1.658
57 C 2.179 -2.933 -2.996
58 C 2.384 -1.573 -2.896
59 H 2.109 -0.198 -1.263
60 H 1.785 -2.081 0.200
61 H 1.608 -4.356 -1.347
62 H 2.301 -3.497 -3.909
63 H 2.657 -0.826 -3.626
64 N 0.910 4.240 0.533
65 C 1.415 5.378 -0.009
66 C 2.606 5.653 0.682
67 C 2.926 4.638 1.556
68 C 1.764 3.845 1.554
69 H -0.030 3.939 0.317
70 H 0.990 6.005 -0.778
71 H 3.251 6.515 0.596
72 H 3.830 4.576 2.143
73 H 1.514 2.947 2.099

Output
Total charge = 0
Largest force on an atom = 8.28 eV/A
LUMO (alpha / beta) = -0.048 / -0.197 Ha
Gap between HOMO and LUMO (alpha / beta) = 6.55 / 2.51 eV
Multiplicity = 2